[1]
2
Properties=species:S:1:pos:R:3:mulliken_charge:R:1 method="wB97M-V/def2-TZVPD" homo_energy_ha=-0.454 e_above_lowest_kj_mol=164.28
H 0.000 0.000 -0.597 0.000
H 0.000 0.000 0.597 0.000

[2]
73
Properties=species:S:1:pos:R:3:mulliken_spin:R:1 method="wB97M-V/def2-TZVPD" spin_multiplicity=2 homo_energy_ha="-0.303 / -0.299" s2=0.762 e_above_lowest_kj_mol=0.00
As 0.750 -1.277 -1.287 -0.011
As 2.501 1.238 -1.428 -0.018
Cr 1.484 0.214 0.581 1.028
S 3.784 0.627 1.770 0.002
S -1.118 2.206 -0.198 0.006
O -0.534 1.994 -1.501 0.002
O 3.331 -0.524 0.828 0.000
O 2.566 1.569 1.463 -0.008
O 3.757 0.205 3.148 -0.001
O 5.001 1.223 1.300 0.001
O -1.152 3.521 0.375 0.001
N -1.570 -1.442 1.330 -0.001
N -1.432 1.873 2.836 0.002
N -6.602 -0.006 -0.407 0.000
N 0.558 0.592 2.726 -0.013
N 0.720 -1.842 1.539 -0.017
N -0.327 1.172 0.793 -0.004
C 0.080 -0.792 -4.120 -0.001
C -0.251 1.249 4.829 0.002
C -0.449 1.274 2.183 0.031
C -5.322 0.509 -0.350 0.000
C 0.687 0.598 4.043 -0.004
C 1.735 -2.428 2.216 0.007
C 2.501 3.157 -1.449 -0.002
C -2.761 1.609 -0.291 0.001
C 2.247 -2.514 -1.459 -0.002
C 4.328 0.800 -1.853 -0.004
C -1.308 1.850 4.166 -0.001
C 0.260 -3.415 3.785 0.000
C 0.195 -0.073 -5.303 0.000
C -5.005 1.528 0.552 0.000
C 1.561 -3.211 3.330 0.001
C -3.734 2.071 0.586 0.001
C -0.528 -2.033 2.001 0.001
C -3.068 0.599 -1.201 -0.001
C 1.038 1.028 -5.372 0.000
C -0.789 -2.838 3.120 -0.001
C 1.628 0.718 -3.064 -0.003
C 0.803 -0.394 -3.004 0.005
C -4.334 0.051 -1.230 0.000
C -0.672 -2.541 -1.475 0.002
C 1.759 1.424 -4.253 0.000
H 2.974 3.489 -0.527 0.000
H 0.072 -4.021 4.664 0.000
H -0.716 -3.140 -0.570 0.000
H 2.419 -3.636 3.829 0.000
H -4.575 -0.723 -1.951 0.000
H 2.401 2.294 -4.315 0.000
H -2.098 2.340 4.724 0.000
H -3.481 2.851 1.291 0.000
H -2.315 0.276 -1.911 0.001
H 3.080 3.492 -2.307 -0.001
H 1.551 0.085 4.447 0.000
H 2.247 -2.921 -2.468 -0.001
H -1.636 -2.060 -1.619 0.000
H 4.603 1.413 -2.710 -0.002
H -0.377 -0.372 -6.172 0.000
H 1.478 3.517 -1.495 0.000
H 1.126 1.587 -6.295 0.000
H -0.578 -1.652 -4.081 0.000
H -6.743 -0.880 -0.880 0.000
H 2.127 -3.314 -0.729 0.000
H -1.810 -2.969 3.453 0.000
H 4.971 1.007 -1.000 0.000
H -7.219 0.165 0.367 0.000
H -0.166 1.279 5.905 0.000
H -1.331 -0.569 0.870 0.000
H 4.389 -0.252 -2.115 0.001
H 2.723 -2.230 1.828 0.001
H -2.426 -1.351 1.854 0.000
H 3.182 -2.004 -1.244 0.000
H -0.421 -3.168 -2.328 0.000
H -5.768 1.896 1.227 0.000

[3]
19
Properties=species:S:1:pos:R:3:nbo_charge:R:1 method="wB97M-V/def2-TZVPD" homo_energy_ha=-0.331 e_above_lowest_kj_mol=155.98
O -0.290 -1.919 -0.685 -0.739
O -1.857 0.055 0.702 -0.720
C -0.732 -1.456 -1.938 -0.250
C 0.014 1.482 0.445 -0.256
C 2.068 0.063 0.833 -0.607
C 0.875 0.788 1.464 -0.440
C -1.231 1.143 0.128 0.101
H 1.717 -0.758 0.198 0.232
H -0.125 -1.947 -2.704 0.182
H -1.813 1.679 -0.619 0.177
H 0.268 0.077 2.034 0.213
H -2.781 0.037 0.429 0.490
H -0.784 -1.422 -0.014 0.484
H 1.237 1.536 2.181 0.208
H -0.610 -0.369 -2.051 0.162
H -1.788 -1.709 -2.132 0.152
H 2.726 -0.348 1.607 0.206
H 0.444 2.323 -0.095 0.209
H 2.665 0.746 0.216 0.197

[4]
58
Properties=species:S:1:pos:R:3:nbo_charge:R:1 method="wB97M-V/def2-TZVPD" total_charge=+1 homo_energy_ha=-0.397 e_above_lowest_kj_mol=343.78
O 4.323 0.765 3.005 -0.503
N -2.320 -2.516 4.143 -0.488
N 2.056 -0.471 2.414 -0.347
C -0.643 -3.809 5.325 -0.433
C -2.932 0.531 2.065 -0.156
C -4.047 1.384 1.949 -0.208
C 3.309 -1.244 2.137 -0.234
C -4.559 0.973 4.299 -0.189
C -7.256 -4.215 2.421 -0.228
C 3.296 1.666 2.630 -0.074
C -1.524 -1.099 3.188 0.029
C 0.974 -1.120 2.792 0.134
C -6.467 -5.341 2.706 -0.191
C -1.472 -2.521 5.367 -0.234
C -6.649 -3.002 2.089 -0.140
C -2.976 -3.994 2.291 -0.433
C -5.084 -5.237 2.657 -0.217
C -3.403 0.183 4.417 -0.240
C -1.110 -4.584 4.072 -0.412
C -4.487 -4.024 2.323 -0.047
C -4.890 1.567 3.061 -0.203
C -2.683 -0.143 3.251 -0.129
C 2.068 0.962 2.073 -0.260
C -5.261 -2.894 2.021 -0.246
C -0.265 -0.485 2.895 -0.393
C 4.462 -0.278 2.042 -0.092
C -2.461 -3.960 3.727 -0.034
H 5.411 -0.761 2.303 0.224
H -2.275 0.428 1.191 0.218
H -1.631 -2.055 2.615 0.210
H -3.213 -4.302 4.478 0.222
H -0.883 -4.381 6.227 0.233
H 4.496 0.128 1.024 0.174
H -6.918 -6.301 2.964 0.226
H -0.331 0.588 2.608 0.236
H 3.642 2.383 1.871 0.182
H -4.438 -6.092 2.909 0.211
H -3.271 -2.163 4.357 0.435
H -2.584 -3.111 1.771 0.218
H 1.219 1.451 2.528 0.225
H 1.121 -2.153 3.029 0.205
H -5.786 2.187 2.977 0.233
H 3.219 -1.809 1.198 0.206
H -2.556 -4.898 1.820 0.237
H 2.003 1.083 0.974 0.208
H -5.189 1.158 5.184 0.233
H -4.237 1.925 1.000 0.233
H 2.962 2.223 3.522 0.201
H 0.434 -3.607 5.321 0.226
H -8.345 -4.297 2.467 0.227
H 3.461 -1.965 2.954 0.211
H -4.772 -1.952 1.767 0.215
H -0.412 -4.415 3.243 0.205
H -2.277 -2.569 6.118 0.208
H -0.884 -1.578 5.473 0.223
H -3.074 -0.149 5.414 0.222
H -1.186 -5.668 4.267 0.246
H -7.263 -2.122 1.874 0.214

[5]
9
Properties=species:S:1:pos:R:3:nbo_charge:R:1 method="wB97M-V/def2-TZVPD" spin_multiplicity=3 homo_energy_ha="-0.254 / -0.355" s2=2.010 e_above_lowest_kj_mol=114.22
Cl 2.205 0.258 0.828 0.153
Cl -2.804 -0.295 0.450 0.007
S -0.402 0.750 -0.764 1.012
O -0.068 2.006 -0.116 -0.800
N 1.473 -0.267 -0.619 -0.554
C -1.105 -0.613 0.372 -0.663
H 2.048 0.239 -1.266 0.340
H -0.563 -0.546 1.421 0.255
H -0.783 -1.534 -0.307 0.249

[6]
12
Properties=species:S:1:pos:R:3:nbo_charge:R:1 method="wB97M-V/def2-TZVPD" homo_energy_ha="-0.313 / -0.332" e_above_lowest_kj_mol=390.66
I 2.657 0.507 -2.188 -0.264
Cl 0.244 1.256 -4.851 -0.379
Si 0.321 1.038 -2.870 1.250
O -0.403 -0.380 -2.730 -0.929
C -0.648 -1.202 -1.598 -0.233
C 0.667 1.569 1.657 -0.447
H -1.685 -1.521 -1.833 0.186
H 0.519 1.680 2.591 0.146
H -0.745 -0.676 -0.733 0.177
H 1.411 1.987 1.071 0.162
H -0.097 -2.060 -1.582 0.193
H -0.012 1.035 1.064 0.139

[7]
19
Properties=species:S:1:pos:R:3:nbo_charge:R:1 method="wB97M-V/def2-TZVPD" total_charge=+2 spin_multiplicity=2 homo_energy_ha="-0.776 / -0.785" s2=0.753 e_above_lowest_kj_mol=78.73
N -2.201 0.346 0.592 -0.675
C 1.406 -0.606 -0.596 -0.284
C 2.365 -1.375 0.436 -0.449
C 2.263 0.580 -0.913 -0.618
C -3.600 0.850 0.340 -0.450
H 3.113 -0.768 0.960 0.290
H -2.159 -0.446 1.237 0.453
H -1.653 -0.009 -0.192 0.430
H 1.927 -1.878 1.309 0.306
H 0.521 -0.337 0.023 0.230
H -3.839 0.792 -0.728 0.257
H -3.725 1.929 0.443 0.269
H -4.295 0.231 0.897 0.264
H 1.867 1.157 -1.769 0.352
H -1.673 1.140 0.963 0.450
H 2.891 -1.950 -0.331 0.330
H 1.073 -1.211 -1.439 0.278
H 3.301 0.313 -1.183 0.308
H 2.417 1.241 -0.049 0.257

[8]
130
Properties=species:S:1:pos:R:3:mulliken_charge:R:1 method="wB97M-V/def2-TZVPD" total_charge=-1 homo_energy_ha=-0.155
Cl 0.622 1.994 2.712 -0.150
Cl 0.658 10.583 -6.403 -0.150
Cl 2.610 6.221 -7.017 -0.150
Cl -8.213 -0.744 -1.357 -0.162
Cl 3.521 0.583 -6.416 -0.184
Cl -4.275 11.545 -11.797 -0.155
Cl -2.897 -2.043 -0.683 -0.187
Cl -9.426 -4.195 2.027 -0.162
Cl 0.296 -7.603 -10.219 -0.161
Cl -6.019 -2.609 7.552 -0.119
Cl 1.052 0.438 5.153 -0.098
Cl -4.095 -4.333 5.139 -0.097
Cl -1.084 -0.260 7.451 -0.107
Cl 6.707 5.231 5.242 -0.125
Cl 4.423 4.223 -8.150 -0.145
Cl -5.903 -3.694 2.921 -0.062
Cl -0.763 -5.937 -8.063 -0.149
Cl -0.799 3.401 7.650 -0.078
Cl -9.547 -4.357 -0.895 -0.170
Cl -14.863 -4.925 -1.679 -0.163
Cl 5.012 2.533 -4.827 -0.142
Cl 5.792 6.675 2.844 -0.126
Cl -6.193 -2.102 0.274 -0.089
Cl -2.029 -2.669 2.045 -0.045
Cl -0.507 9.966 -9.013 -0.120
Cl 3.292 -3.603 -8.541 -0.162
Cl -3.333 9.175 -13.231 -0.155
Cl 2.606 -2.041 -10.920 -0.167
Cl -13.254 -3.202 0.056 -0.211
Cl -0.369 1.792 10.067 -0.129
Cl 0.898 -2.411 7.379 -0.145
Cl -7.264 -5.202 8.083 -0.150
O 6.116 2.427 2.626 -0.408
O 2.743 -4.882 0.309 -0.746
O 4.470 -0.233 -0.093 -0.589
O 5.927 -1.903 -0.294 -0.873
N 2.663 -2.473 0.653 0.214
C 1.952 2.044 -2.546 -0.189
C -9.951 -3.398 0.539 0.614
C 4.883 -1.387 0.176 -0.391
C -3.346 10.044 -11.692 -0.021
C -6.632 -1.543 -1.343 -0.434
C 1.342 -5.099 3.061 -1.437
C 1.140 1.271 -0.448 0.977
C 4.189 -1.900 2.623 -1.079
C 5.837 0.044 3.138 -0.764
C -0.796 3.380 9.417 -0.362
C -6.713 -3.671 8.779 -0.243
C 1.578 2.324 -1.232 -0.742
C 2.691 -2.056 -9.153 -0.046
C 5.083 0.995 -5.689 -0.418
C 1.846 0.763 -3.055 -0.320
C 0.780 9.589 -7.857 -0.106
C 6.150 6.769 4.576 -0.296
C 4.058 -2.295 1.128 0.356
C 0.919 -4.151 1.897 0.532
C 0.655 -1.172 -0.036 -0.904
C 0.625 2.011 4.481 -0.401
C 4.379 -0.399 2.904 -0.016
C -3.410 -2.334 0.990 -0.350
C 1.780 -1.365 1.024 0.570
C -0.261 -1.518 8.372 -0.260
C 5.158 3.452 2.521 -0.359
C 4.151 5.366 -6.834 0.032
C 0.674 -6.717 -8.735 0.021
C -5.767 -4.329 4.571 -0.221
C 1.399 -0.294 -2.265 -0.819
C 1.065 -0.027 -0.942 0.011
C 5.815 1.496 3.658 -0.397
C -13.302 -4.703 -0.883 -0.184
B 2.136 -3.788 0.946 0.231
H 5.357 0.215 -4.986 0.389
H 0.538 -2.092 -0.616 0.572
H 4.524 -3.278 1.032 0.657
H -1.002 -2.214 8.750 0.312
H -5.956 -3.881 9.524 0.262
H 4.937 3.939 3.477 0.173
H -2.325 10.286 -11.421 0.056
H 3.837 -0.177 3.836 0.391
H 1.652 3.320 -0.810 0.415
H 2.182 -4.672 3.615 0.298
H 5.249 7.068 5.098 0.260
H -6.360 -3.708 5.227 0.083
H 1.398 -1.397 2.055 0.222
H 4.136 4.821 -5.899 -0.012
H 1.413 -5.956 -8.961 0.029
H -4.060 -3.190 1.009 0.186
H 6.513 1.630 4.497 0.340
H 5.085 -2.416 2.992 0.483
H 0.400 -3.300 2.348 -0.384
H -6.139 -5.347 4.579 0.285
H 1.558 -6.089 2.659 0.326
H -5.880 -0.839 -1.679 0.368
H 1.342 2.749 4.823 0.300
H 2.157 0.576 -4.077 0.206
H -0.372 2.268 4.824 0.293
H -3.794 9.409 -10.937 0.271
H -12.525 -4.663 -1.638 0.234
H 6.358 -0.623 3.828 0.407
H 6.314 0.101 2.154 0.290
H 1.698 -1.887 -8.754 0.260
H 0.504 -5.162 3.765 0.369
H 1.067 -7.413 -8.004 0.263
H -13.130 -5.536 -0.211 0.295
H 4.953 6.095 -6.833 0.287
H 5.824 1.071 -6.477 0.333
H 6.930 7.506 4.723 0.305
H 3.363 -1.270 -8.828 0.109
H 1.327 -1.305 -2.649 0.349
H 1.737 9.775 -8.329 0.274
H 3.954 0.257 2.142 -0.163
H -9.452 -2.437 0.464 0.045
H -6.669 -2.400 -2.006 0.305
H -7.561 -3.172 9.233 0.277
H 0.162 -4.695 1.315 0.361
H -0.069 4.103 9.769 0.285
H -11.030 -3.269 0.570 -0.315
H 0.838 1.393 0.591 -0.422
H 0.698 8.546 -7.575 0.100
H 5.462 4.191 1.785 0.221
H 2.848 -4.703 -0.628 0.297
H 3.332 -2.302 3.176 0.332
H 4.212 3.000 2.175 0.145
H -3.919 -1.455 1.357 0.395
H -1.787 3.642 9.769 0.297
H 4.813 1.739 4.042 0.207
H -0.307 -0.968 0.443 -0.104
H 0.271 -1.053 9.194 0.185
H 2.331 2.852 -3.165 0.407
H 2.380 -0.453 0.969 -0.171

[9]
41
Properties=species:S:1:pos:R:3:mulliken_charge:R:1 method="wB97M-V/def2-TZVPD" homo_energy_ha="-0.233 / -0.237" e_above_lowest_kj_mol=1536.99
Tl 0.000 0.000 1.472 1.447
S 0.000 0.000 6.408 -0.326
O -0.786 0.064 -0.191 -0.341
N 0.000 0.000 3.472 -0.157
C 0.723 -1.519 3.164 -0.044
C 1.069 2.003 2.279 -1.407
C 0.140 1.744 -4.769 -0.577
C 0.039 -0.949 -2.187 -0.440
C -1.128 2.128 1.679 -0.791
C 0.177 2.397 1.251 -0.378
C 0.914 -0.319 -5.736 -0.512
C -1.049 -2.108 1.859 -1.196
C 0.231 -0.265 -3.396 0.542
C 0.726 -0.958 -4.532 -0.420
C 0.623 1.039 -5.868 -0.416
C -1.109 -0.769 -1.263 -0.825
C 1.228 -2.001 1.940 -1.404
C 0.000 0.000 4.788 0.659
C -1.057 1.536 2.958 -0.464
C 0.304 1.499 3.341 -0.302
C -0.055 1.116 -3.558 -0.361
C 0.131 -2.372 1.139 -0.370
C -0.686 -1.582 3.113 -0.146
H -0.086 2.799 -4.865 0.377
H -0.427 1.688 -2.720 0.407
H -2.056 -2.246 1.501 0.389
H 0.194 -2.744 0.132 0.766
H -1.467 -1.742 -0.900 0.306
H 0.772 -1.681 -1.875 0.323
H 2.140 2.091 2.251 0.466
H -1.363 -1.278 3.892 0.598
H -1.963 -0.326 -1.801 0.446
H 1.290 -0.874 -6.585 0.363
H 1.314 -1.159 3.987 0.582
H 0.685 1.119 4.272 0.495
H 0.953 -2.012 -4.436 0.389
H 0.772 1.539 -6.815 0.373
H -2.021 2.250 1.092 0.464
H 0.461 2.766 0.281 0.524
H -1.895 1.219 3.554 0.522
H 2.265 -2.093 1.674 0.438

[10]
63
Properties=species:S:1:pos:R:3:nbo_charge:R:1 method="wB97M-V/def2-TZVPD" total_charge=-1 spin_multiplicity=2 homo_energy_ha="-0.010 / -0.238" s2=0.751 e_above_lowest_kj_mol=0.00
O -0.081 2.805 1.235 -1.001
O 3.771 0.561 -1.149 -0.971
O -2.077 -3.722 1.941 -1.029
O 2.756 3.210 -0.469 -0.942
O 2.860 -1.533 1.783 -0.958
O -0.611 -1.371 2.569 -1.008
O 1.699 0.684 0.739 -1.088
O 0.059 2.724 4.037 -0.966
O -2.033 -2.750 -0.730 -1.392
O 2.841 0.094 -3.747 -0.969
O -2.357 0.849 2.833 -0.959
O 2.458 0.660 3.597 -0.958
O -4.583 0.096 0.993 -0.990
N -1.678 1.018 -0.615 -0.693
N 0.447 -1.214 -0.896 -0.676
C -0.183 -0.366 -1.887 -0.259
C -0.362 1.055 -1.351 -0.084
C -0.361 2.042 -2.496 -0.634
C -2.729 1.902 -1.017 -0.442
C 0.449 -3.371 -2.180 -0.683
C 1.256 -2.306 -1.451 -0.207
H 0.248 -4.287 -1.621 0.213
H 0.628 2.151 1.124 0.490
H -4.973 0.858 0.557 0.451
H 2.162 -1.943 -1.940 0.199
H 0.971 -3.677 -3.086 0.202
H 2.190 0.200 4.408 0.482
H 3.358 0.973 -0.362 0.503
H -1.515 0.876 3.306 0.492
H -2.314 1.735 2.451 0.471
H 0.593 2.298 -2.953 0.204
H 3.371 0.365 3.495 0.485
H -2.873 -3.201 1.762 0.444
H -2.569 2.966 -0.864 0.185
H -3.687 1.686 -0.549 0.196
H -1.149 1.752 -3.200 0.217
H -3.670 0.316 1.215 0.478
H 1.706 -2.763 -0.551 0.156
H 0.289 3.401 3.392 0.491
H -0.174 -1.693 -0.249 0.406
H 2.482 3.192 -1.395 0.459
H -0.849 2.425 0.790 0.483
H 1.308 -0.027 0.152 0.529
H -0.752 3.039 -2.242 0.217
H 2.334 -1.794 2.554 0.481
H 0.421 -0.428 -2.797 0.216
H -2.061 0.082 -0.544 0.374
H 0.383 1.235 -0.566 0.221
H 2.285 2.414 -0.160 0.476
H 2.418 -2.101 1.142 0.475
H 3.318 0.281 -2.917 0.498
H 0.704 2.024 3.895 0.474
H 2.369 0.914 -3.920 0.458
H -1.244 -2.101 2.430 0.493
H -2.812 -2.332 -0.307 0.380
H -3.158 1.805 -2.039 0.161
H 2.056 0.526 1.617 0.529
H -0.549 -3.033 -2.437 0.229
H -1.174 -0.751 -2.169 0.199
H -1.833 -4.088 1.079 0.484
H -2.449 -3.303 -1.427 0.370
H 3.734 -0.356 -0.841 0.469
H -1.065 -0.702 2.030 0.471